C4H5N in the gas phase at a distorted geometry, computed with ωB97M-V with the def2-TZVPD basis set.

Geometry as XYZ:
```
10
Properties=species:S:1:pos:R:3:forces:R:3:mulliken_charge:R:1
C 0.10306 1.30495 -1.67297 0.22 -1.83 0.44 -0.7343
C 0.47217 0.19079 -0.98636 0.99 2.76 -0.11 -0.1228
C -0.46071 -0.67478 -0.24199 -0.17 -1.58 -0.63 -0.1367
C -0.11951 -0.60333 1.16919 -0.38 -0.02 -0.03 0.1500
H -0.91848 1.55432 -1.98791 0.30 -0.34 0.46 0.2369
H 0.85550 1.97635 -2.02641 0.40 0.25 -0.21 0.2566
H 1.53018 0.07287 -0.63494 -0.85 0.14 -0.89 0.2726
H -0.35409 -1.75106 -0.61824 -0.61 1.34 0.63 0.2221
H -1.46144 -0.24688 -0.32307 -0.20 -0.62 -0.24 0.2219
N 0.05404 -0.41591 2.28333 0.28 -0.09 0.57 -0.3665
```
Positions in Å, forces in eV/Å.

The value obtained for the molecular weight is 67.1 g mol⁻¹. For the lowest unoccupied orbital energy, the calculation gives 0.9 eV. As for the SMILES: C=CCC#N. The energy comes out at -5717.710 eV. As for the charge: 0. The multiplicity is 1.

A molecular structure, C15H36B2CsNO5PtS2 at a distorted geometry, computed with ωB97M-V with the def2-TZVPD basis set.

Geometry as XYZ:
```
63
Properties=species:S:1:pos:R:3:forces:R:3:mulliken_spin:R:1
Cs -27.72477 5.41135 -4.99825 -0.07 -0.02 -0.07 -0.0007
Pt -32.10037 7.66619 -3.67228 1.98 -1.07 2.09 1.1316
B -30.17172 7.65857 -5.16746 -1.10 0.55 -1.14 0.0414
H -29.17756 7.77511 -5.67994 2.34 0.22 -0.69 0.0234
H -30.06050 7.50779 -4.06013 0.58 -0.06 3.20 0.0422
H -30.78622 8.57676 -5.46995 -0.69 1.31 -0.64 0.0143
H -30.69145 6.70972 -5.49051 -0.94 -1.90 -1.05 0.0260
B -29.76383 3.75238 -3.37995 -0.93 -0.40 0.36 -0.0007
H -29.84896 3.11895 -2.42389 -0.31 -0.92 1.34 0.0004
H -28.96801 3.31245 -4.04516 2.02 -1.05 -1.48 0.0001
H -30.72973 3.80124 -4.01177 -1.64 -0.26 -0.83 0.0025
H -29.60372 4.83818 -3.11893 0.87 2.41 0.71 -0.0009
C -28.82002 7.64927 -0.85937 -0.20 -0.89 0.84 -0.0094
C -30.30312 7.32294 -0.64230 -1.82 0.66 -0.39 0.0064
C -31.15161 8.48557 -0.10771 1.40 0.57 0.91 0.0107
O -30.96639 6.73068 -1.72162 -0.36 0.41 -1.41 0.5407
H -28.59157 8.53295 -1.45331 -0.24 -0.24 -0.49 0.0023
H -28.41410 6.69822 -1.20896 0.32 0.36 -0.67 0.0009
H -28.30116 7.79888 0.09216 -0.28 0.14 0.20 -0.0011
H -30.41736 6.55337 0.13111 0.44 -0.27 0.05 0.0459
H -31.00457 9.38177 -0.71584 -0.41 -0.08 -0.30 -0.0006
H -30.70734 8.74916 0.86046 -0.09 0.14 0.10 -0.0023
H -32.19446 8.26616 0.10413 -0.04 -0.20 -0.49 0.0010
C -33.11036 8.97957 -9.00094 0.00 1.25 -0.57 -0.0001
C -33.77938 7.60396 -8.74442 0.34 0.90 0.51 0.0004
C -34.72335 7.83703 -7.52647 0.94 -1.40 -0.39 -0.0002
S -33.92603 9.09390 -6.50769 -0.03 -0.08 -1.44 -0.0030
O -33.32828 8.46285 -5.33099 -1.29 0.70 -0.82 0.0491
O -34.95232 10.10672 -6.47563 0.54 0.52 1.11 0.0009
C -32.57103 9.57723 -7.70243 -0.26 -2.34 1.28 0.0017
H -33.77473 9.76285 -9.37714 -0.38 -0.47 -0.42 0.0001
H -32.26453 8.93016 -9.68865 -0.16 -0.23 -0.17 0.0000
H -32.94549 6.92122 -8.56815 -0.23 -0.21 0.62 -0.0002
H -34.29598 7.16473 -9.59497 -0.19 0.43 -0.11 -0.0001
H -34.88935 6.94072 -6.92772 0.37 -0.02 0.10 -0.0002
H -35.72199 8.16821 -7.79727 0.23 0.54 -0.16 -0.0001
H -31.74861 8.93959 -7.36547 0.07 0.11 0.19 -0.0001
H -32.22416 10.60244 -7.62798 -0.65 0.19 -0.11 -0.0001
C -30.48864 12.96409 -2.12262 -0.36 0.67 -0.82 0.0010
C -29.41490 11.90746 -2.38502 0.09 -0.88 0.55 -0.0006
C -29.58495 11.41035 -3.81599 -0.66 0.38 0.84 -0.0003
S -31.38679 11.20987 -3.88925 -1.19 -0.27 -1.07 0.0220
O -31.74823 9.83185 -3.57195 0.29 1.59 0.58 0.0591
O -31.92458 11.75581 -5.13370 0.63 -0.28 1.28 0.0023
C -31.83506 12.23252 -2.43921 1.44 -0.71 1.48 0.0036
H -30.51855 13.82494 -2.79570 0.89 0.07 -0.03 0.0000
H -30.30741 13.33640 -1.11576 -0.83 -0.01 0.13 0.0003
H -29.62264 11.10579 -1.66390 -0.37 -0.28 -0.28 0.0001
H -28.37993 12.07876 -2.08591 0.00 0.93 -0.53 0.0000
H -29.12186 10.45276 -4.04072 -0.04 0.06 -0.23 -0.0008
H -29.33526 12.24039 -4.47446 0.06 -0.34 -0.41 0.0004
H -31.92693 11.58000 -1.56733 -0.37 -0.62 -0.46 0.0000
H -32.78904 12.74388 -2.52016 0.31 0.42 -0.59 0.0004
N -30.60796 5.56106 -7.71610 -0.15 -0.54 0.75 -0.0018
C -31.05198 4.44489 -7.04743 -0.07 -0.45 -0.86 -0.0027
C -31.14081 3.40541 -7.97492 1.24 0.78 0.11 0.0001
C -30.52600 3.89670 -9.17763 -1.09 1.04 -0.50 0.0003
C -30.33099 5.25583 -9.01523 0.33 -0.01 0.52 -0.0001
H -30.36722 6.38988 -7.19008 -0.13 0.16 -0.26 -0.0073
H -31.12426 4.46014 -5.96970 -0.40 -0.10 -0.02 0.0016
H -31.52026 2.41076 -7.81661 0.20 -0.04 0.21 0.0000
H -30.36811 3.46166 -10.15276 -0.28 -0.48 0.17 0.0000
H -30.10344 6.08485 -9.66724 0.36 -0.37 -0.31 0.0000
```
Positions in Å, forces in eV/Å.

The value obtained for the molecular weight is 724.2 g mol⁻¹. For the lowest unoccupied orbital energy (alpha / beta), the calculation gives -0.2 / -1.3 eV. The energy comes out at -54673.952 eV. As for the charge: 0. The multiplicity is 3.

C3H6F2N2 in the gas phase at a distorted geometry, computed with ωB97M-V with the def2-TZVPD basis set.

Geometry as XYZ:
```
13
Properties=species:S:1:pos:R:3:forces:R:3:mulliken_charge:R:1
C 1.06875 -0.77983 -0.78825 -0.78 -1.27 0.24 -1.0981
C 0.85475 0.25987 0.29267 0.34 0.28 0.32 0.8425
C -0.25681 1.25972 0.03228 1.01 -0.39 -0.05 -0.2652
H 1.82214 -1.52703 -0.43500 -0.61 0.63 -0.25 0.3166
H 0.08115 -1.32393 -0.99077 1.44 0.81 0.17 0.3185
H 1.43872 -0.30738 -1.70286 -0.20 -0.03 0.20 0.3262
H -0.05563 2.28689 -0.24037 0.56 -0.08 0.04 0.4220
H -1.37521 -0.87490 0.87751 0.83 -0.14 0.22 0.1898
H -2.83888 -0.27353 0.64500 -1.11 0.39 -0.10 0.2699
N -1.46886 0.95609 0.02870 -1.46 1.03 0.06 -0.3782
N -1.91321 -0.25696 0.30234 -0.06 -1.49 0.00 -0.3424
F 2.01138 0.98511 0.44997 -0.14 -0.32 0.16 -0.3088
F 0.63172 -0.40413 1.52879 0.19 0.57 -1.01 -0.2927
```
Positions in Å, forces in eV/Å.

The value obtained for the molecular weight is 108.1 g mol⁻¹. For the lowest unoccupied orbital energy, the calculation gives 1.0 eV. As for the SMILES: CC(F)(F)/C=N\N. The energy comes out at -11622.432 eV. As for the charge: 0. The multiplicity is 1.